16
Properties=species:S:1:pos:R:3 method="wB97M-V/def2-TZVPD" lumo_ev=1.06 e_homo_ev=-8.99 homo_lumo_gap_ev=10.05
C -1.0378 0.1946 0.0534
C -0.0349 0.6984 0.8164
C -0.6754 -0.2084 -1.3454
C 2.9136 -0.7200 -0.2274
C 3.7310 -0.1624 0.4582
C -2.4587 0.1719 0.6164
H 4.5349 0.1366 0.9490
H -2.6539 1.2327 0.7512
H -3.2165 -0.1979 -0.0510
H 0.9988 0.5518 0.3987
H -0.0963 0.8386 1.9226
H -0.8202 -1.2740 -1.4416
H 0.3208 -0.0292 -1.5521
H -1.2819 0.3474 -1.9871
H -2.3210 -0.5167 1.5253
H 2.0975 -1.0634 -0.8866

16
Properties=species:S:1:pos:R:3 method="wB97M-V/def2-TZVPD" lumo_ev=-0.09 e_homo_ev=-7.68 homo_lumo_gap_ev=7.59
C 0.0417 0.5151 -0.6751
C -2.8204 1.3240 -0.5728
C -0.8164 0.8816 -1.7151
C 1.8064 -0.4956 1.0854
C 2.1306 -1.9775 0.8239
C 0.8503 0.0870 0.1416
H -3.0750 0.5027 0.1035
H 2.8385 -2.3543 1.5734
H -2.1076 0.7547 -1.4117
H -3.6707 1.6500 -1.1824
H 1.2215 -2.5877 0.8672
H -0.7333 1.9340 -2.0148
H 2.7318 0.0991 1.0835
H -2.3648 2.1562 -0.0359
H 2.5784 -2.1077 -0.1676
H 1.3890 -0.3814 2.0972

16
Properties=species:S:1:pos:R:3 method="wB97M-V/def2-TZVPD" lumo_ev=0.83 e_homo_ev=-8.03 homo_lumo_gap_ev=8.85
C -0.6441 0.9481 -0.1258
C 0.4031 1.9725 -2.1967
C 0.0761 0.8494 -1.2449
C -0.5368 -0.0862 0.9479
C 0.1776 -1.2013 0.8815
C 0.0142 -2.2572 1.9054
H -0.4831 2.4914 -2.6258
H 0.8528 2.8120 -1.6477
H 0.3925 -0.1369 -1.5675
H 0.9207 -1.2933 0.1049
H -1.3718 1.7199 0.0883
H -0.9887 -2.6789 2.0181
H -0.8559 0.3789 1.8973
H 1.1449 1.6715 -2.9644
H 0.5573 -3.1783 1.6107
H 0.3412 -2.0117 2.9186

Record order is preserved below.
Relative energy (zero: lowest compared OMol25 entry of this formula, charge and spin): 342.56; 508.91; 181.22 kJ/mol
Record order is preserved below.
E: -6380.309; -6378.585; -6381.981 eV